--- P ---
{
  "formula": "C4H8N3S",
  "method": "ωB97M-V/def2-TZVPD",
  "charge": 1,
  "homo_energy_ev": -13.855,
  "symbols": ["S", "N", "N", "N", "C", "C", "C", "C", "H", "H", "H", "H", "H", "H", "H", "H"],
  "xyz": [[-1.2345, 1.7005, -1.5981], [-1.0166, 1.0028, 0.9336], [0.7796, 0.0016, -0.2626], [-0.8452, -0.1214, 1.4278], [-0.3621, -2.2310, 0.2575], [-0.1712, 1.2127, -0.1434], [0.0771, 2.5516, -0.8128], [0.1695, -0.8756, 0.8332], [0.9441, -1.1931, 1.5917], [-0.5512, -2.9156, 1.1490], [1.7618, 0.1856, -0.0498], [-1.2129, -2.2024, -0.3272], [0.3782, -2.7551, -0.2666], [0.7219, -0.3982, -1.1536], [0.9237, 2.6721, -1.4526], [-0.3620, 3.3654, -0.1262]]
}

--- Q ---
{
  "formula": "C4H8N3S",
  "method": "ωB97M-V/def2-TZVPD",
  "charge": 1,
  "homo_energy_ev": -13.296,
  "symbols": ["S", "N", "N", "N", "C", "C", "C", "C", "H", "H", "H", "H", "H", "H", "H", "H"],
  "xyz": [[-2.3910, 0.2973, -2.2651], [0.7087, -1.2103, -0.5574], [-0.4573, -1.3081, -1.2946], [-0.6797, 0.6087, -0.0153], [-1.3115, -0.1599, -1.1779], [0.5557, 0.0408, 0.2517], [-1.5555, 0.9696, 1.0549], [1.5724, -0.0222, -0.8177], [1.3625, 0.3691, -1.8500], [1.0873, -2.0479, -0.3671], [2.6118, -0.0577, -0.5434], [-2.4922, 1.0452, 0.4469], [-1.6793, 0.2138, 1.7227], [0.7567, -0.1575, 1.3011], [-1.4644, 1.8809, 1.5663], [-0.4139, -1.8388, -2.2398]]
}

Energetically preferred structure: P | next structure: +0.0226 hartree

--- P ---
{
  "formula": "C2H5N2S",
  "method": "ωB97M-V/def2-TZVPD",
  "charge": 1,
  "homo_energy_ev": -14.070,
  "symbols": ["S", "N", "N", "C", "C", "H", "H", "H", "H", "H"],
  "xyz": [[0.0326, 0.4575, -1.8421], [2.1385, -0.0357, 0.1603], [-1.2249, -0.4471, 0.4883], [1.0569, 0.2648, -0.4209], [-0.3469, 0.5750, -0.0987], [-2.2073, -0.1570, 0.2021], [-0.9800, -1.2406, -0.0402], [-1.1724, -0.7689, 1.4115], [-0.3532, 1.5043, 0.3412], [3.0566, -0.1524, -0.2015]]
}

--- Q ---
{
  "formula": "C2H5N2S",
  "method": "ωB97M-V/def2-TZVPD",
  "charge": 1,
  "homo_energy_ev": -14.725,
  "symbols": ["S", "N", "N", "C", "C", "H", "H", "H", "H", "H"],
  "xyz": [[1.9473, 0.5917, -0.1271], [1.7888, -1.1032, 0.1719], [-0.0578, -0.5802, -0.8224], [0.6993, -1.5672, -0.3373], [0.3742, 0.6585, -0.8830], [0.6278, -2.7429, -0.4213], [-0.9618, -0.7448, -1.2472], [2.4767, -1.7132, 0.7053], [0.4571, 3.0030, 0.2881], [1.2117, 2.7965, 0.2469]]
}

Energetically preferred structure: P | next structure: +0.0445 hartree